Entry 1:
C18H36BaCl8F8N2O12S4 as an isolated structure in a non-equilibrium geometry, computed with ωB97M-V/def2-TZVPD.

Calculated values
- HOMO: -0.34955 hartree
- Frontier orbital gap: 8.1594 eV
- LUMO level: -1.35 eV

```
89
Properties=species:S:1:pos:R:3:forces:R:3
Ba -1.20014 -0.63812 -3.17178 -0.925 -0.652 -1.135
Cl -2.56942 5.38253 -1.04657 0.946 0.151 0.034
Cl 3.27761 3.95142 -1.87971 0.342 0.510 0.211
Cl 5.06618 3.65936 3.35868 -0.263 -0.910 -0.541
Cl 0.61849 5.88088 0.85250 0.305 0.114 0.337
Cl 2.03968 6.27302 -4.34729 0.120 0.277 0.391
Cl -4.35919 1.47702 -0.99802 -0.163 -0.095 -0.044
Cl 2.67587 1.78111 4.86375 -1.803 0.661 0.790
Cl 1.09287 4.54299 4.23386 -0.392 0.273 -0.475
S -1.16811 -2.51957 -6.43660 0.038 -0.965 -2.471
S 1.12570 -2.76589 -5.47052 8.220 -0.036 -1.232
S -0.71416 0.15723 0.40353 -2.919 0.859 4.198
S 1.42491 0.48922 -0.69225 6.814 0.848 -2.486
F 1.28811 -3.16664 -2.89463 -0.471 1.048 1.229
F -1.56877 -4.83328 -5.11806 0.316 -0.017 -1.421
F 3.15504 -3.32954 -3.84425 0.432 0.938 -0.077
F -2.22606 -0.23257 -0.05714 1.245 0.251 -0.128
F 2.31182 -1.28735 -3.63130 -0.007 -0.262 0.973
F -2.66843 -4.59382 -7.00466 -0.563 -1.404 -2.262
F 1.78166 1.17901 -2.12002 -0.351 0.266 0.449
F -3.22058 -3.61434 -5.23484 -2.381 1.548 0.902
O 1.83422 -1.80136 -6.36488 -2.235 -1.180 2.083
O -2.09889 -1.43719 -6.61370 -0.007 0.496 1.463
O 1.32863 -4.14358 -5.83554 -0.782 0.176 0.419
O 1.70512 1.53562 0.30136 -0.910 -2.748 -1.858
O -0.45709 -2.86605 -7.68648 -1.046 0.318 3.283
O 2.27345 -0.70006 -0.86078 -2.339 1.975 1.593
O 3.49762 -2.74229 8.03809 -0.328 -1.683 0.404
O -0.26880 -0.97629 1.20070 -0.250 1.365 -2.064
O -0.88552 1.41105 1.16711 0.141 -2.557 -2.494
O -3.92243 -1.02339 -3.73759 1.166 -0.698 -0.242
O 1.27269 -2.45869 5.13229 0.478 -0.964 0.700
O -2.54204 -2.48834 -1.70241 -0.603 0.043 -0.227
N -0.26407 -2.41472 -4.91309 -3.665 1.016 -3.088
N -0.09459 0.29312 -1.13003 -0.743 0.039 4.109
C 2.43588 -2.24481 6.01525 -2.498 0.414 0.035
C -3.92088 -2.81549 -1.97523 0.447 -0.079 -1.112
C 0.00820 4.01453 2.88875 0.777 0.281 -0.881
C 3.64928 -3.54164 9.21921 1.050 1.273 0.046
C 4.53763 1.97186 2.86652 -0.564 -0.611 1.474
C -2.24016 -4.00293 -5.97852 2.797 0.071 2.797
C 0.74851 4.20379 1.45096 -1.526 -0.679 1.487
C 2.33095 -3.12187 7.33860 0.572 1.345 -2.306
C -3.20643 2.77006 -0.59630 0.701 0.461 -0.926
C 1.72361 4.14317 -2.68710 -1.358 -0.754 0.462
C 4.13583 1.22050 4.22522 2.674 0.536 -1.438
C 0.80305 -1.30873 4.42806 1.584 -0.159 0.775
C -4.67776 -0.03768 -4.46103 0.225 -0.570 0.065
C -3.60544 3.99709 -1.38864 -1.466 1.131 0.538
C 1.21972 5.56793 -2.90517 0.640 -0.469 -0.727
C 2.06566 -2.57752 -3.81053 -0.681 -1.765 -2.574
C -2.04912 -3.20836 -0.57376 -0.829 -0.266 0.908
C -4.63588 -1.69568 -2.69907 -0.972 1.529 0.393
H -3.12270 2.87977 0.48493 -0.300 0.202 -0.212
H 3.35619 -2.36539 5.44376 0.104 -0.523 0.218
H 4.12276 0.13172 4.27522 0.099 0.013 -0.870
H 1.78207 3.86091 1.49894 -0.070 0.411 0.139
H 2.38473 -1.19669 6.31007 0.207 0.169 0.261
H 3.69751 2.06672 2.17856 0.096 0.046 0.114
H 1.44257 -2.91366 7.93485 -0.229 0.252 -0.180
H 0.16605 5.64651 -3.17296 0.009 -0.539 0.236
H 0.97904 3.67468 -2.04348 0.002 0.060 0.484
H 0.54075 -0.56623 5.18171 -0.502 0.300 -0.272
H -5.59888 -2.05827 -3.05858 0.040 -0.408 -0.365
H -4.11360 0.24421 -5.35005 0.213 -0.146 0.108
H 1.37034 6.13674 -1.98764 0.309 0.204 -0.301
H -4.81986 0.84059 -3.83132 -0.431 -0.031 0.008
H 1.65343 -0.91477 3.87151 -0.046 0.349 -0.341
H -2.21800 2.51266 -0.97691 0.027 -0.457 0.245
H -0.97488 -3.38340 -0.63259 -0.183 0.074 -0.121
H 2.29199 -4.16403 7.02162 0.305 -0.302 0.275
H -2.33487 -2.69049 0.34180 0.505 0.484 0.023
H -0.29108 3.00330 3.16435 0.602 -0.274 -0.665
H -5.59422 -0.50875 -4.81642 -0.245 0.312 0.180
H -4.92805 -0.87903 -2.03889 0.085 -0.198 0.686
H 1.76883 3.42029 -3.50166 -0.063 0.842 -0.646
H -3.95110 -3.71687 -2.58735 0.291 -0.093 -0.210
H -3.70033 3.89299 -2.46950 0.457 -0.522 0.108
H 0.01928 -1.55051 3.71018 -0.052 -0.226 0.462
H 3.62942 -4.62675 9.11806 -0.449 -0.024 -0.567
H -4.49384 -3.08786 -1.08886 0.151 0.474 0.330
H 0.25353 3.63904 0.66092 -0.102 -0.248 0.464
H -0.92762 4.56206 3.00081 0.299 0.488 -0.452
H 4.66341 -3.30596 9.54185 -0.061 0.004 0.335
H 4.95640 1.53973 4.86775 -0.144 -0.197 0.365
H 5.36801 1.45675 2.38358 0.016 0.238 0.105
H -4.56294 4.41907 -1.08330 -0.268 -0.657 0.125
H -2.62619 -4.12395 -0.44417 0.489 -0.518 -0.545
H 2.94794 -3.18985 9.97582 -0.152 -0.249 0.130
```
Forces are in eV/Å.

Here are the Mulliken charges for atoms 1 to 8, given in e: Ba 1.75; Cl -0.15; Cl -0.18; Cl -0.19; Cl -0.22; Cl -0.22; Cl -0.19; Cl -0.13

***

Entry 2:
A 9-piece molecular cluster, C18H36Br18 overall in a non-equilibrium geometry, computed with ωB97M-V/def2-TZVPD.

Calculated values
- HOMO: -0.36620 hartree
- Frontier orbital gap: 9.7592 eV
- SMILES string: BrCCBr.BrCCBr.BrCCBr.BrCCBr.BrCCBr.BrCCBr.BrCCBr.BrCCBr.BrCCBr
- LUMO level: -0.21 eV

```
72
Properties=species:S:1:pos:R:3:forces:R:3
Br 9.40883 -15.30901 8.24100 -0.931 0.597 0.403
Br 19.11768 -9.86917 13.15740 0.224 1.415 -0.637
Br 7.40170 -7.40995 13.33408 -0.486 0.125 0.553
Br 16.03519 0.27251 7.62479 -1.292 0.155 0.786
Br 20.58540 -5.13284 0.37653 -0.677 0.031 -0.002
Br 3.03099 -2.67460 8.30876 0.473 -0.732 0.154
Br 21.48641 -9.13079 10.60143 -0.374 0.494 0.112
Br 4.12242 -7.60620 16.89338 0.974 0.275 -2.135
Br 18.05074 -10.85252 5.35104 1.433 -0.467 -0.575
Br 13.79507 -7.09672 9.44085 -1.203 -1.003 -0.878
Br 12.25065 -0.83280 10.13596 -0.243 -0.017 0.164
Br 19.43836 -11.11463 1.76160 0.273 0.230 0.044
Br 4.41542 -1.34869 11.13709 0.895 -1.535 -0.633
Br 4.80326 -7.57160 2.55594 1.574 0.372 0.102
Br 6.02300 -12.32742 9.83264 1.062 -0.708 0.074
Br 7.62141 -8.59081 0.26504 0.058 0.477 0.495
Br 17.92018 -4.95508 4.25691 0.496 -0.905 -1.249
Br 10.59239 -5.96217 7.57607 1.489 -1.185 -0.627
C 19.84184 -8.09264 10.86479 -0.804 -0.693 0.883
C 19.38660 -8.03268 12.31316 0.517 -0.301 1.291
C 13.79355 -1.01062 9.02027 1.002 0.125 -1.134
C 7.78269 -14.14112 8.42783 0.275 0.490 0.918
C 19.87150 -12.15564 3.34955 -1.028 0.427 0.460
C 7.73920 -13.35602 9.76266 0.742 -0.223 -0.650
C 12.45970 -8.13175 8.26927 0.230 0.191 0.938
C 6.82537 -7.28448 2.77043 -0.693 -0.112 -1.537
C 4.20958 -3.83337 9.40664 0.414 2.030 0.633
C 18.70142 -5.70515 2.54028 0.722 2.445 -0.901
C 19.89853 -11.32766 4.65362 0.073 -0.043 0.122
C 7.52512 -6.99274 1.43594 -0.575 -0.403 -0.465
C 5.00660 -7.41937 14.98989 0.849 0.693 0.686
C 19.57363 -4.55197 1.97300 1.170 -0.354 0.881
C 12.10039 -7.33014 7.06463 -0.673 1.005 0.384
C 14.16346 0.33295 8.40116 -0.187 0.533 -0.264
C 5.22252 -2.99400 10.24011 -0.335 -0.306 0.284
C 6.54537 -7.40065 15.12792 -0.247 -0.986 0.173
H 20.76832 -12.73952 3.14239 0.100 0.402 0.217
H 19.33154 -6.58762 2.65123 -0.622 -0.035 0.433
H 12.90236 -9.09101 8.00098 0.462 0.275 -0.014
H 20.44259 -4.32302 2.58992 -0.476 0.073 0.407
H 5.56263 -3.69864 10.99901 -0.335 0.322 0.617
H 12.97145 -6.76972 6.72510 -0.460 0.194 -0.216
H 18.46599 -7.49537 12.54091 -0.397 -0.375 -0.875
H 13.96152 1.12296 9.12447 1.214 0.040 0.362
H 19.02646 -3.62636 1.79431 -0.038 -0.333 -0.316
H 4.60540 -8.18894 14.33040 0.150 -0.181 0.531
H 6.94221 -6.53858 15.66407 -0.334 0.023 -0.229
H 19.01867 -12.83441 3.35668 0.271 -0.120 0.392
H 17.95676 -5.73420 1.74484 -0.584 -0.943 0.754
H 8.54456 -6.63372 1.57719 -0.002 -0.308 0.219
H 3.57962 -4.31906 10.15185 -0.093 -0.312 -0.641
H 8.56759 -12.65085 9.83038 -0.315 0.244 -0.165
H 7.89800 -13.44466 7.59733 -0.457 -0.316 0.027
H 7.02417 -6.25823 0.80536 -0.177 -0.042 0.334
H 20.06981 -7.45629 12.93692 0.542 -0.648 0.076
H 6.93414 -8.29659 15.61191 -0.128 0.062 -0.096
H 11.68359 -7.96386 6.28183 -0.122 0.255 0.070
H 11.56865 -8.37218 8.84921 0.292 0.278 0.337
H 13.59425 -1.75018 8.24476 -0.135 0.024 0.170
H 13.55008 0.71752 7.58633 -0.035 -0.874 -0.336
H 20.45869 -11.85541 5.42550 -0.694 -0.583 0.178
H 19.99969 -7.06876 10.52594 -0.011 -0.271 -0.307
H 20.46110 -10.39414 4.66571 -0.429 0.183 -0.826
H 4.79213 -6.44890 14.54236 -0.784 -0.002 0.505
H 14.65146 -1.35847 9.59567 -0.332 -0.004 0.251
H 4.79150 -4.46948 8.73969 -0.443 -0.187 0.129
H 7.88200 -14.02250 10.61326 -0.730 0.054 0.029
H 6.88268 -14.75601 8.42579 0.352 -0.133 -0.632
H 7.16077 -8.25325 3.14068 0.038 0.492 0.450
H 19.05714 -8.64777 10.35079 0.295 0.375 -0.559
H 6.96991 -6.39539 3.38421 -0.219 -0.472 0.410
H 6.17650 -2.75325 9.77102 -0.561 0.705 -0.536
```
Forces are in eV/Å.

Here are the Mulliken charges for atoms 1 to 8, given in e: Br -0.17; Br -0.14; Br -0.15; Br -0.17; Br -0.16; Br -0.14; Br -0.12; Br -0.18

***

Entry 3:
A 5-piece molecular cluster, C18H36ClN3O8 overall in a non-equilibrium geometry, computed with ωB97M-V/def2-TZVPD.

Calculated values
- HOMO: -0.03302 hartree
- Frontier orbital gap: 4.9952 eV
- Charge: -2
- LUMO level: 4.10 eV

```
66
Properties=species:S:1:pos:R:3:forces:R:3
Cl 12.81605 -16.84890 -20.50170 0.197 -0.149 0.255
O 14.20785 -16.50544 -20.31669 -0.212 0.219 -0.040
O 13.27505 -17.32276 -27.18573 -0.259 -0.223 0.743
O 12.66250 -19.47143 -25.51374 -0.251 0.391 -0.339
O 16.59612 -21.61468 -26.87721 0.200 -0.263 -0.083
O 12.65914 -17.49506 -21.78854 -0.211 0.034 -0.060
O 11.98889 -15.65479 -20.46562 0.100 0.053 -0.088
O 17.56730 -19.09777 -27.41093 0.778 0.024 -0.686
O 12.40082 -17.73952 -19.44032 -0.061 0.046 -0.220
N 13.42764 -14.33105 -24.59928 -0.431 0.735 0.098
N 9.10695 -16.59155 -24.06018 0.060 0.257 -0.626
N 11.91553 -16.77270 -24.83422 0.228 -0.159 0.340
C 8.72958 -16.07780 -26.44081 0.946 0.639 -0.382
C 15.51581 -15.34171 -23.70630 0.463 -0.130 -0.458
C 13.72646 -19.51189 -26.18675 -0.263 -0.298 0.937
C 9.48281 -18.97643 -23.42644 -0.385 -0.026 0.361
C 13.90000 -12.19970 -23.29956 -0.309 0.117 -0.360
C 15.40591 -18.21960 -27.52222 -0.347 -0.229 -0.265
C 9.33728 -15.96465 -22.76413 0.426 -0.548 0.299
C 8.51952 -17.93798 -24.00159 0.324 0.249 0.491
C 14.59191 -20.61016 -26.14820 0.337 -0.039 -0.621
C 14.11566 -18.27922 -27.01343 0.358 0.694 -0.782
C 13.23450 -13.58030 -23.35090 0.465 0.025 -0.026
C 15.85585 -20.63227 -26.79263 -0.445 0.223 0.042
C 11.37456 -13.38001 -25.69225 0.399 -0.212 0.511
C 14.80088 -14.71025 -24.89600 0.686 -0.017 0.698
C 8.39191 -15.73406 -25.00236 -1.116 -1.001 -0.130
C 16.35844 -19.26704 -27.34024 -0.303 0.030 1.151
C 8.10119 -15.69432 -21.91811 -0.336 0.473 -0.118
C 12.87596 -13.63716 -25.75805 -0.010 -0.793 -0.785
H 8.38529 -15.22890 -20.97343 0.080 -0.051 -0.014
H 16.48398 -15.69148 -24.07692 -0.119 -0.218 0.023
H 11.01014 -13.17211 -26.69621 -0.174 0.260 0.088
H 14.96236 -16.19812 -23.32287 0.037 0.051 0.202
H 8.20519 -18.22734 -25.00167 0.079 0.041 -0.069
H 13.61270 -11.59373 -24.16535 -0.107 0.034 0.103
H 9.58457 -18.83725 -22.34798 0.103 0.000 -0.025
H 14.98966 -12.23676 -23.32223 0.006 -0.174 0.215
H 9.05973 -19.97321 -23.57504 0.081 0.021 -0.035
H 9.88174 -15.03156 -22.93135 -0.074 0.039 -0.052
H 12.29002 -17.44577 -24.15386 0.100 -0.139 -0.461
H 13.60855 -14.17419 -22.51710 -0.163 -0.140 -0.048
H 14.27834 -21.52622 -25.66244 -0.125 0.079 0.148
H 7.49918 -16.57378 -21.68643 0.201 -0.129 -0.024
H 12.27211 -17.01478 -25.80612 0.380 -0.492 -0.016
H 13.05116 -14.32964 -26.59288 -0.053 0.067 0.014
H 15.39846 -13.83447 -25.21116 -0.163 -0.007 -0.152
H 10.87673 -14.28003 -25.32743 -0.050 -0.034 -0.105
H 7.30675 -15.93035 -24.89069 -0.003 0.387 0.147
H 11.12974 -12.59484 -24.97351 -0.117 0.211 -0.298
H 8.08723 -15.56268 -27.15858 -0.244 -0.161 0.121
H 7.44024 -14.99215 -22.44194 0.000 -0.030 0.090
H 12.31358 -15.84716 -24.55679 -0.228 -0.167 -0.214
H 9.73821 -15.71971 -26.67483 0.012 -0.160 0.018
H 12.15865 -13.47202 -23.19970 0.030 -0.004 0.066
H 8.55933 -14.67649 -24.80647 0.183 0.002 0.159
H 10.88311 -16.84320 -24.76332 0.275 0.397 0.113
H 8.74116 -17.14589 -26.63852 -0.210 -0.047 -0.006
H 13.43892 -12.73254 -26.04255 -0.080 0.094 0.283
H 7.61013 -17.89498 -23.37865 -0.051 -0.184 -0.151
H 10.48317 -18.96358 -23.85496 -0.056 0.016 -0.242
H 14.80955 -15.43398 -25.71396 -0.217 0.079 -0.105
H 15.76918 -14.64341 -22.90733 -0.366 0.020 0.094
H 10.04696 -16.59634 -22.22370 -0.067 0.061 0.112
H 13.55788 -11.67972 -22.40272 0.192 0.025 0.023
H 15.75492 -17.33910 -28.05288 -0.115 0.129 0.137
```
Forces are in eV/Å.

Here are the Mulliken charges for atoms 1 to 8, given in e: Cl 1.73; O -0.69; O -0.97; O -0.73; O -0.73; O -0.62; O -0.68; O -0.70